Arrangement A

ORCA calculation (ωB97M-V/def2-TZVPD) on C28H23ClN6O6S3Zr as an isolated structure.

Results
Highest occupied orbital energy in eV: -0.16
Net charge: -2
LUMO level in Eh: 0.15791
HOMO-LUMO gap in eV: 4.457

Each line ends with the Mulliken charge.
Geometry (Å):
H: -0.33728 -3.15770 3.18188  0.3536
N: -0.20359 -1.24589 -2.25202  -0.0204
C: -2.52595 -2.26333 1.79200  -1.7563
N: -0.44777 0.01039 -1.85904  0.9748
H: 1.99151 -3.09583 4.00580  0.3669
O: 1.27452 2.49847 1.31238  -0.4317
H: -6.75946 1.57819 -1.88663  0.3531
H: 3.63129 -2.57589 -0.16174  0.3722
C: 0.35422 -2.39157 2.84682  -0.9652
O: -3.05721 0.91107 -5.11383  -0.5918
H: 2.36072 -1.04014 -1.63488  0.5026
C: 4.14679 1.93517 0.22623  0.9866
C: 0.60499 -4.10229 -0.06325  -0.9372
H: -4.51403 2.87575 0.90776  0.1967
Zr: -0.10570 1.30957 0.26734  1.0892
C: 2.25027 3.34747 1.35476  -0.3085
H: -3.46019 -1.88428 1.38293  0.4629
C: -2.51603 -0.27651 -4.91249  0.4347
C: 0.54243 -2.14364 -1.42386  -0.1906
H: 5.84967 0.82313 -0.45101  0.3711
N: -2.92469 0.17124 0.40613  -1.2399
H: 7.29361 1.42970 1.43701  0.3447
C: 1.95150 -3.87374 0.17875  -0.4958
C: 1.63222 -2.36050 3.29425  -0.6999
C: -1.29474 0.52284 -2.71730  0.0987
C: 5.46795 1.47012 0.33191  -0.7557
S: 3.31909 1.30461 -1.20252  -0.1256
C: -5.44062 1.30051 -0.18245  -0.3186
C: 1.99539 -0.37857 1.97239  -0.2859
H: -2.65255 -2.39351 2.87179  0.3425
N: 0.71545 -0.35116 1.49709  0.5570
C: -1.77307 1.90198 -2.38926  0.9632
H: -6.34516 3.07601 -1.04209  0.2943
H: -5.04682 0.34306 -0.51857  0.2826
C: 4.51571 3.16766 2.25762  -0.8184
O: -2.69969 -1.19992 -5.67714  -0.6594
C: 3.65732 2.78618 1.22053  0.8385
C: -0.11938 -3.21500 -0.84252  0.2616
H: -2.34505 -3.26078 1.37130  0.2241
H: -1.18295 -3.33433 -1.00490  0.4949
H: -6.26193 1.08197 0.51492  0.2561
N: -4.35663 1.98073 0.48095  -0.1247
H: 4.12014 3.85552 2.99377  0.4145
H: -2.76389 1.59336 -4.41786  0.4504
O: -1.34327 2.32287 -1.28850  -0.7566
C: 1.88531 -1.91145 -1.20721  -0.3609
C: -0.12788 -1.41788 1.92137  0.6537
C: -1.62737 -0.40396 -3.73260  -0.2507
Cl: -0.75610 -3.04673 -4.12137  -0.1806
H: 0.10535 -4.93818 0.41015  0.3358
S: -2.03253 2.38463 1.70770  -0.6027
C: 5.80706 2.69021 2.36369  -0.5776
O: -2.53985 2.48170 -3.17877  -0.8998
C: 2.58991 -2.77475 -0.37841  -0.7064
H: 3.52350 -1.23397 3.15251  0.4563
H: 6.43422 2.98986 3.19469  0.3587
N: -1.60139 -0.20210 0.69860  1.2161
H: 2.62822 0.42996 1.63566  0.2124
C: -0.90153 -1.52578 -3.37421  -0.0347
H: 2.49642 -4.53770 0.83802  0.3782
S: 1.68538 2.46138 -1.66694  -0.4180
H: -5.14247 2.29371 -2.07053  0.2050
O: 2.13190 4.52970 1.62096  -0.7009
C: -1.41546 -1.30836 1.47547  0.0350
C: -5.95580 2.10678 -1.36773  -1.0516
C: 6.28347 1.82039 1.38706  -0.5895
C: -3.16485 1.37802 0.80853  0.4891
C: 2.49733 -1.31852 2.81888  -0.7722


Arrangement B

ORCA calculation (ωB97M-V/def2-TZVPD) on C28H23ClN6O6S3Zr as an isolated structure.

Results
Highest occupied orbital energy in eV: -2.33
Net charge: -2
LUMO level in Eh: 0.14892
HOMO-LUMO gap in eV: 6.387

Each line ends with the Mulliken charge.
Geometry (Å):
C: -1.28413 -4.61628 2.80197  -1.0749
C: 5.56726 -2.33450 -1.03135  -0.5834
C: -1.61651 1.90982 -2.18478  -0.0637
H: 0.94058 4.45873 2.24523  0.3943
C: 4.76440 -2.75732 -3.61929  -0.8596
C: 1.17249 3.81089 0.21448  -1.0583
O: -1.15787 1.45915 -4.50795  -0.6679
O: 3.74963 -1.24187 0.77280  -0.6909
N: -2.47792 2.36983 -0.27613  0.5549
S: 0.57390 -3.08131 -1.27780  -0.4528
C: -3.57381 2.41600 3.27690  -0.8666
C: 3.89453 -2.04782 -2.76886  0.7773
H: -2.68068 -5.25378 1.27655  0.4358
H: -0.67400 -5.52063 2.76083  0.3276
N: -0.73319 -2.07624 0.89231  -1.0432
S: 2.36405 -1.57608 -3.49981  -0.4158
C: 0.42517 1.32564 1.09336  -0.1507
H: -1.23412 0.59986 3.15591  0.2914
O: 2.77563 -0.11857 -0.88925  -0.5479
C: -4.17392 0.33224 2.26907  -0.5386
C: -3.00075 2.83786 2.08475  -0.4745
C: -2.02903 -4.40232 1.48727  -0.2739
Cl: -2.56932 5.07550 -0.14404  -0.2129
H: -0.62757 -3.76669 2.98687  0.2629
H: -2.65727 -3.51320 1.56597  0.1059
S: -1.30947 -0.74931 -3.00968  -0.6204
C: -0.49274 -3.07230 0.08042  0.3318
C: 3.57050 -1.04021 -0.41924  0.3391
H: 1.28801 2.77895 -1.68853  0.8039
H: -1.03826 2.44623 -4.50451  0.5708
C: -3.04717 2.01290 0.96309  0.7787
C: -3.62400 0.74508 1.06866  -0.0985
C: -2.16436 3.57018 -0.85391  0.2748
Zr: 0.83934 -0.45971 -1.69809  0.2824
O: 0.46513 1.11262 -2.88732  -0.6002
H: -1.98572 -4.70688 3.63541  0.3136
H: -1.12942 -1.15709 2.91101  0.3171
H: -4.60111 0.84060 4.31677  0.3588
H: 6.62440 -3.76619 -3.89683  0.3286
N: 0.72640 1.50693 -0.19616  1.1654
C: -0.58366 -0.22224 2.85408  -1.6745
H: -2.50898 3.79497 2.03177  0.2284
C: -0.90784 1.03244 -3.22701  0.6424
H: -0.93380 -5.00612 -0.24747  0.2239
H: -3.60011 0.09515 0.20529  0.3678
C: 0.89248 3.62562 1.55406  -0.3635
O: -1.01636 4.10632 -4.24203  -0.8438
H: -4.60645 -0.65855 2.33521  0.3655
H: 0.26556 -0.26242 3.54288  0.3002
C: -4.16761 1.16744 3.37972  -0.4712
O: -0.67139 5.45534 -2.47549  -0.7371
C: -1.61021 3.34010 -2.08419  0.2167
C: -0.08771 -0.00487 1.45728  0.6871
C: 6.40661 -3.02330 -1.88565  -0.5262
H: 5.84229 -2.15988 0.00132  0.3881
H: -3.53396 3.07063 4.13958  0.3260
C: 1.09333 2.70666 -0.62620  -0.6552
N: -0.12670 -0.90170 0.53412  1.5092
N: -2.13567 1.35634 -1.11296  -0.5288
H: 1.40380 4.78120 -0.20011  0.3690
H: 0.27903 2.20623 3.04648  0.5088
C: 0.51936 2.36706 2.00527  -0.9448
C: 5.99089 -3.22904 -3.19874  -0.4655
H: 4.43562 -2.93315 -4.63649  0.3864
C: -1.04823 4.40464 -3.02525  0.3986
C: 4.33526 -1.83218 -1.44656  0.3889
H: 7.36440 -3.39393 -1.54001  0.3432
N: -1.14906 -4.23346 0.35502  -0.1601


Most stable pick: arrangement B. Distance to second place: 13.3 kcal/mol.


Arrangement A

ORCA calculation (ωB97M-V/def2-TZVPD) on one molecule with the formula C5H5NOS.

Results
SMILES: CC(=S)c1cnoc1
Highest occupied orbital energy in eV: -8.86
LUMO level in Eh: -0.02656
HOMO-LUMO gap in eV: 8.136

Each line ends with the Mulliken charge.
Geometry (Å):
C: 0.33290 0.07614 -0.03855  0.3277
C: 1.40660 1.06593 -0.06906  -0.1931
H: 1.41342 2.19306 -0.10964  0.3508
S: -2.15246 -0.97290 -0.03107  -0.2981
H: -1.11085 2.31409 0.90340  0.2772
N: 2.60659 0.53138 -0.03355  -0.3877
C: -1.10933 0.29149 0.02297  0.4995
O: 2.35749 -0.87587 0.06717  -0.1750
H: 0.86209 -2.15471 0.13001  0.4379
C: -1.65762 1.73649 0.05671  -1.1200
H: -2.70806 1.78668 0.18920  0.3704
H: -1.41120 2.34153 -0.81166  0.3233
C: 1.07544 -1.10787 0.01015  -0.4127


Arrangement B

ORCA calculation (ωB97M-V/def2-TZVPD) on one molecule with the formula C5H5NOS.

Results
SMILES: S=CNc1ccoc1
Highest occupied orbital energy in eV: -8.39
LUMO level in Eh: 0.00751
HOMO-LUMO gap in eV: 8.595

Each line ends with the Mulliken charge.
Geometry (Å):
H: 1.03529 -1.68412 2.27794  0.4137
C: 0.79947 -0.73325 -0.60364  -0.4676
H: 0.80452 -1.09177 -1.62725  0.3266
H: -0.10009 0.54577 -2.70314  0.2825
C: -0.96055 0.84764 -2.10005  -0.1840
C: 0.85119 -1.01802 1.47921  -0.4985
N: -0.90766 1.05578 -0.76303  -0.1620
S: -2.29021 0.90093 -3.01517  -0.3085
H: -1.60490 1.31207 -0.11209  0.2427
O: 1.37480 -1.44395 0.34738  -0.2832
H: -0.59006 0.64266 2.04150  0.2542
C: -0.06487 0.20282 -0.08371  0.8324
C: 0.00624 0.01989 1.28883  -0.4484


Arrangement C

ORCA calculation (ωB97M-V/def2-TZVPD) on a 2-piece molecular cluster, C5H5NOS overall.

Results
Highest occupied orbital energy in eV: -8.52
LUMO level in Eh: -0.04164
HOMO-LUMO gap in eV: 7.385

Each line ends with the Mulliken charge.
Geometry (Å):
C: -1.28739 0.25378 0.03949  0.6236
H: -1.07873 2.33512 -0.00694  0.3703
C: 0.85991 1.13124 -0.13161  -0.7040
C: 2.40376 -0.98156 -0.00019  -0.6213
O: -3.34574 -0.90798 -0.26414  -0.3688
H: 2.59604 -2.04127 -0.28505  0.2765
H: 1.42547 1.95600 -0.13918  0.4901
C: -0.52787 1.40520 -0.07825  -0.2884
H: -2.69496 -1.57747 0.99131  0.3145
S: -0.33996 -1.22155 -0.08161  -0.1700
H: 3.34616 -0.29873 0.00699  0.2216
C: 1.22272 -0.32034 -0.08621  0.3526
N: -2.57940 0.26756 0.03540  -0.4968


Most stable pick: arrangement B. Distance to second place: 4.8 kcal/mol.


Arrangement A

ORCA calculation (ωB97M-V/def2-TZVPD) on a 2-piece molecular cluster, C3H10N2O3 overall.

Results
<S²>: 0.8760
Spin multiplicity: 2
Highest occupied orbital energy (spin up / spin down) in eV: -13.77 / -13.54
Net charge: +1
LUMO level (spin up / spin down) in Eh: -0.28289 / -0.30602
HOMO-LUMO gap (spin up / spin down) in eV: 6.072 / 5.208

Each line ends with the Mulliken charge.
Geometry (Å):
H: -0.72214 1.70981 2.38007  0.3432
H: -1.54887 0.92045 1.16757  0.3412
H: -0.23853 -2.45653 -0.46684  0.3025
O: 0.90285 -1.26429 -2.21364  -0.5426
H: 1.49595 -1.14991 -2.97889  0.3268
O: -2.59638 1.30511 0.06815  -0.3892
H: 1.22206 1.16814 0.63210  0.4392
H: 1.91642 -0.24020 -0.55951  0.6067
N: -0.77195 0.86188 1.80803  -0.3377
C: 0.05117 -0.33971 -0.18576  0.5272
H: 1.02194 0.81041 -1.74727  0.3120
C: 1.10708 -0.16721 -1.16152  -0.9751
H: -3.47121 1.55778 -0.17498  0.3268
H: 0.48752 -1.89083 0.98665  0.2261
C: 0.45195 0.51990 1.14703  0.0676
H: -0.94079 0.17877 -0.37624  0.2561
N: -0.15858 -1.71774 0.24282  -0.5432
O: 1.79149 0.19416 1.43224  -0.2877


Arrangement B

ORCA calculation (ωB97M-V/def2-TZVPD) on a 2-piece molecular cluster, C3H10N2O3 overall.

Results
<S²>: 0.7562
Spin multiplicity: 2
Highest occupied orbital energy (spin up / spin down) in eV: -14.25 / -14.05
Net charge: +1
LUMO level (spin up / spin down) in Eh: -0.14300 / -0.34045
HOMO-LUMO gap (spin up / spin down) in eV: 10.358 / 4.788

Each line ends with the Mulliken charge.
Geometry (Å):
H: -0.51975 -1.01323 1.08238  0.3248
H: -0.18041 -2.55439 -0.24914  0.3036
H: -1.68021 1.90080 -0.98360  0.3357
H: 1.34040 -2.50316 -0.36318  0.3376
N: -0.45777 -0.06673 0.68428  -0.2108
O: -1.48251 -0.96312 -1.06490  -0.5682
H: -0.23735 0.69837 2.54730  0.2864
N: 0.41309 2.08938 -1.43183  -0.1229
C: 0.46573 0.63493 1.56285  -0.2845
O: 0.61898 -2.52710 0.29544  -0.6863
H: 0.77157 1.68547 1.24429  0.3208
H: 1.59102 -1.10081 1.62077  0.3787
C: -0.85194 -0.02770 -0.59543  0.6349
C: -0.85104 1.27860 -1.42462  -0.5112
H: -1.10145 1.01883 -2.39265  0.3776
O: 1.64442 -0.06749 1.85945  -0.4985
H: 0.25630 3.10040 -1.48648  0.3159
H: 1.24896 1.75581 -1.76368  0.2663


Most stable pick: arrangement B. Distance to second place: 139.7 kcal/mol.


Arrangement A

ORCA calculation (ωB97M-V/def2-TZVPD) on one molecule with the formula C9H15N3.

Results
Highest occupied orbital energy in eV: -7.53
LUMO level in Eh: -0.01348
HOMO-LUMO gap in eV: 7.166

Each line ends with the Mulliken charge.
Geometry (Å):
C: -3.53971 -1.20125 -0.09351  -0.8465
H: 2.59788 1.90722 0.94525  0.3636
C: -0.06616 -1.70062 -0.38924  -0.3132
H: 3.58125 0.46762 -1.56901  0.3805
H: -3.50150 2.83225 1.00437  0.2497
H: 1.17244 1.02138 1.61828  0.4693
H: 2.24248 -1.47255 1.48515  0.4522
H: 3.04204 -1.72540 0.12864  0.5692
H: 3.69544 -0.47625 0.89150  0.4383
N: -1.37840 -1.92695 -0.40908  -1.1855
H: 2.19029 -0.24265 -2.20048  0.3778
N: -3.25022 1.77861 1.10833  -0.6179
C: 2.75788 -0.93600 0.71090  -1.9419
C: 1.60716 1.37939 0.75963  -1.6756
H: -4.22423 -0.33299 0.07144  0.2926
H: -3.67240 -1.98570 0.69442  0.2773
H: 2.24957 1.46309 -1.77399  0.3953
C: -1.72368 0.32995 0.11769  0.5380
C: 2.47879 0.44308 -1.47793  -1.5518
C: 0.56206 -0.54436 -0.29787  -0.5629
H: -1.58368 2.46222 0.13286  0.3132
H: 0.83286 1.82573 0.21203  0.3428
H: -3.98270 -1.50389 -1.07012  0.3076
N: -2.14084 -0.87526 -0.09758  0.6466
C: 1.86188 0.07202 -0.05893  2.3139
H: 0.42095 -2.60822 -0.77435  0.4219
C: -2.22944 1.54954 0.33161  -0.4547


Arrangement B

ORCA calculation (ωB97M-V/def2-TZVPD) on C9H15N3 as an isolated structure.

Results
Highest occupied orbital energy in eV: -7.90
LUMO level in Eh: 0.02602
HOMO-LUMO gap in eV: 8.606

Each line ends with the Mulliken charge.
Geometry (Å):
C: -0.03568 0.89766 0.20942  -0.5844
C: 2.28913 1.19015 1.05841  -1.4774
H: 0.98734 1.59830 -2.03052  0.4403
H: 1.87795 1.59528 1.98856  0.4073
H: 2.68027 0.24028 0.95795  0.3974
N: -3.18818 1.47947 0.05128  -0.5320
N: -2.17725 2.01230 0.62150  -0.5380
H: -4.23924 -1.31152 0.47842  0.3584
H: 1.34403 -1.70190 -0.43187  0.3429
H: 2.26820 0.42417 -1.71389  0.3112
C: -0.42100 -0.48315 -0.15372  0.7802
N: -2.98820 0.15037 -0.09386  0.4951
C: 1.86440 1.38376 -1.49424  -1.5255
C: -1.22329 1.11905 0.75456  0.4401
H: -3.80869 -1.37759 -1.19452  0.2701
C: -1.79020 -0.26952 0.61906  -0.2930
C: 1.27898 1.59580 -0.03664  0.4125
H: 2.57435 2.09295 -1.75783  0.4448
H: -1.88969 -1.02200 1.35261  0.4389
C: 0.43455 -1.69232 0.15078  -1.9631
H: -0.03859 -2.58409 -0.12985  0.4855
H: -0.83388 -0.44881 -1.19124  0.2828
H: 3.15673 1.91133 1.06730  0.3849
H: 0.92731 2.74142 0.05778  0.2500
C: -4.09063 -0.73290 -0.39929  -0.9559
H: 0.78973 -1.53762 1.07888  0.5549
H: -4.96534 -0.19826 -0.52882  0.3720


Most stable pick: arrangement B. Distance to second place: 54.3 kcal/mol.